Entry 1:
33
Properties=species:S:1:pos:R:3 method="wB97M-V/def2-TZVPD" max_force_ha_per_bohr=0.0290 mol_weight_g_mol=235.90 total_energy_ev=-43548.10148 charge=+1 e_lumo_ev=-5.16 e_above_lowest_kcal_mol=0.0 homo_ev=-11.255
Ti -0.59 -2.96 -1.53
Al -0.32 -0.56 -0.33
O -2.54 0.29 1.63
O -0.45 1.12 2.29
N 2.57 -0.35 0.34
C -0.49 1.30 -2.58
C -1.01 2.49 -1.77
C 2.80 -1.46 1.27
C -3.44 1.40 1.73
C 1.51 -2.26 1.42
C 0.74 -2.41 0.11
C 0.52 0.44 -1.80
B -1.21 0.42 1.39
H 3.05 -1.04 2.25
H -4.01 1.48 0.81
H 1.02 -0.24 -2.52
H 1.33 1.06 -1.41
H 3.63 -2.12 1.00
H -4.11 1.23 2.57
H 0.29 1.63 1.95
H -1.56 -1.51 -1.22
H -2.09 2.59 -1.79
H 2.89 -0.57 -0.60
H 0.86 -1.78 2.16
H -0.02 1.67 -3.49
H -0.72 2.41 -0.72
H 1.73 -3.26 1.80
H -2.90 2.34 1.90
H -0.60 3.44 -2.13
H 0.02 -3.24 0.32
H 1.40 -2.71 -0.74
H -1.33 0.69 -2.92
H 3.06 0.48 0.62

---

Entry 2:
39
Properties=species:S:1:pos:R:3 method="wB97M-V/def2-TZVPD" max_force_ha_per_bohr=0.0241 mol_weight_g_mol=537.55 total_energy_ev=-178145.35977 charge=-1 e_lumo_ev=2.51 homo_ev=-4.944
I 2.05 -3.75 0.08
Br -1.36 -4.99 -0.29
Br -2.84 -4.10 3.41
P -0.17 -1.24 -0.16
O -1.13 -0.14 0.60
O 0.43 4.27 -2.77
O -0.93 -1.73 -1.51
O 1.88 -1.20 2.51
O 1.00 -0.50 -0.60
N 0.41 -2.59 3.86
C -0.95 -3.81 1.26
C -3.43 -3.06 0.90
C 1.16 3.06 -3.00
C -2.22 -3.12 1.79
C 1.34 2.19 -1.77
C 2.37 5.64 -2.15
C 0.98 5.14 -1.81
B 0.28 -2.74 1.01
B 0.87 -2.14 2.50
H 0.29 5.99 -1.77
H -0.63 -4.51 2.00
H 1.62 -0.49 3.12
H 0.60 -3.58 3.95
H -1.80 -2.12 -1.31
H 2.13 3.30 -3.45
H -3.26 -2.48 0.00
H -1.95 -0.55 0.93
H -0.59 -2.45 3.98
H 3.10 4.83 -2.18
H 0.37 1.92 -1.34
H 2.71 6.36 -1.40
H 2.38 6.13 -3.13
H 0.97 4.68 -0.82
H 0.59 2.52 -3.75
H -3.82 -4.03 0.69
H 1.92 2.68 -0.99
H 1.85 1.27 -2.03
H -4.21 -2.54 1.46
H -2.00 -2.13 2.16

---

Entry 3:
34
Properties=species:S:1:pos:R:3 method="wB97M-V/def2-TZVPD" max_force_ha_per_bohr=0.0761 mol_weight_g_mol=224.33 total_energy_ev=-28450.27940 charge=+2 e_lumo_ev="-9.09 / -8.66" homo_ev="-17.109 / -17.264"
S 0.94 2.01 1.02
O 2.02 1.02 1.08
O 0.77 3.09 1.87
N 0.72 -0.20 -0.82
N -0.62 1.28 1.14
N 0.85 0.74 -1.77
N -0.85 -0.11 1.26
C -0.18 0.90 -2.74
C -2.35 -0.44 1.55
C -0.14 -0.80 2.42
C -0.48 -0.63 -0.19
C 2.34 0.66 -2.31
C 0.79 2.69 -0.63
C -0.23 -2.40 2.35
H -2.96 -0.30 0.71
H 1.54 -0.25 -0.20
H 2.25 -0.23 -2.98
H 1.53 3.25 -1.13
H 3.01 0.44 -1.49
H -1.05 -2.85 2.96
H -0.44 -0.39 3.36
H -0.47 -1.71 -0.34
H -1.29 -0.18 -0.65
H -2.61 0.09 2.42
H 0.97 -0.46 2.38
H -0.28 3.08 -0.73
H -1.17 1.88 1.77
H -0.30 0.01 -3.48
H -1.21 0.99 -2.36
H 2.47 1.57 -2.96
H -0.04 1.85 -3.25
H -2.35 -1.45 1.91
H 0.72 -2.73 2.82
H -0.33 -2.77 1.35

---

Entry 4:
30
Properties=species:S:1:pos:R:3 method="wB97M-V/def2-TZVPD" max_force_ha_per_bohr=0.0717 mol_weight_g_mol=150.24 total_energy_ev=-13161.38521 charge=+1 e_lumo_ev=-2.97 e_above_lowest_kcal_mol=17.8 homo_ev=-12.203
O -2.86 -0.69 -0.87
O -0.48 2.10 -1.70
N -0.43 -0.94 -2.12
C 0.90 -1.81 -0.23
C 2.38 0.27 1.58
C 0.07 2.65 1.52
C 0.00 1.20 1.18
C -0.18 -2.16 -1.24
C 0.40 -1.19 1.09
C 0.88 0.20 1.31
H -1.33 -1.05 -2.58
H -0.98 2.90 -1.87
H -0.69 -1.33 1.20
H -1.17 -2.47 -0.83
H 2.85 -0.52 1.07
H 0.30 -0.65 -2.77
H 0.00 -3.12 -1.76
H 2.37 0.16 2.66
H -0.61 3.19 0.88
H -3.37 -1.46 -1.18
H 2.73 1.32 1.38
H -3.56 -0.06 -0.69
H 1.05 3.07 1.64
H 1.72 -2.49 -0.08
H -0.58 -0.11 -1.53
H 0.76 -1.76 1.99
H -1.03 0.97 0.93
H 1.57 -1.03 -0.70
H -0.34 2.03 -0.75
H -0.39 2.79 2.50

---

Entry 5:
34
Properties=species:S:1:pos:R:3 method="wB97M-V/def2-TZVPD" max_force_ha_per_bohr=0.0920 mol_weight_g_mol=360.22 total_energy_ev=-62600.94439 charge=+2 e_lumo_ev=-11.70 e_above_lowest_kcal_mol=3.0 homo_ev=-14.784
Nb 0.32 -1.89 0.68
V -2.90 -1.42 1.15
S 4.82 1.94 0.09
S -3.94 1.28 0.28
O -4.14 0.90 1.71
O -4.52 2.79 -0.03
O -4.71 0.36 -0.58
C -0.38 0.17 -1.67
C 2.53 -1.34 0.84
C -2.14 1.17 -0.06
C -1.91 0.21 -1.28
C 0.12 -1.29 -1.50
C 3.80 0.89 1.21
C 2.76 0.12 0.28
H 4.50 0.20 1.72
H -0.25 -0.26 1.30
H -1.68 0.72 0.84
H -0.33 0.42 -2.76
H 0.83 -3.56 0.12
H -4.15 3.40 0.63
H 3.17 0.02 -0.75
H 1.80 0.67 0.33
H 4.02 2.03 -1.04
H 1.07 -1.53 -2.05
H 3.25 1.54 1.92
H 3.08 -2.07 0.21
H -2.28 -0.83 -1.09
H -1.41 -2.55 0.71
H -2.49 0.65 -2.12
H -0.68 -1.95 -1.94
H 2.86 -1.43 1.90
H -1.70 2.15 -0.34
H 0.46 -2.46 2.42
H 0.21 0.95 -1.16

---

Entry 6:
32
Properties=species:S:1:pos:R:3 method="wB97M-V/def2-TZVPD" max_force_ha_per_bohr=0.1188 mol_weight_g_mol=184.23 smiles="C=C/C=C/C(=C)C.O.O.O.O.O" total_energy_ev=-17816.45095 e_lumo_ev=0.23 e_above_lowest_kcal_mol=82.7 homo_ev=-9.090
O -0.08 3.52 -1.84
O 1.73 0.89 1.04
O 0.02 2.59 1.81
O 0.71 0.65 3.56
O -3.67 0.22 1.47
C 0.31 -0.38 -3.22
C -0.24 -0.95 -1.94
C -1.21 -3.14 -0.22
C 0.54 -1.72 -1.17
C 0.58 -2.15 1.23
C 0.76 0.86 -3.11
C -0.18 -2.38 -0.02
H 2.50 0.70 0.47
H -0.01 -1.44 1.92
H -3.15 0.45 0.67
H 0.28 -1.04 -4.11
H -1.33 -0.70 -1.86
H -0.08 2.71 2.72
H 1.64 -1.91 -1.15
H 0.31 3.89 -1.13
H -3.92 1.02 1.80
H -0.33 1.84 1.30
H 1.09 -0.18 3.20
H -1.68 -3.73 0.45
H 0.74 -2.96 1.84
H 1.45 1.19 3.18
H 0.77 1.31 -2.19
H -1.69 -3.01 -1.18
H -0.17 2.53 -1.84
H 1.83 1.76 1.45
H 0.93 1.37 -4.04
H 1.55 -1.81 0.93